Record 1
Molecular formula: C20H14N4O3S
Method: DFT, ωB97M-V/def2-TZVPD

Summary:
- Strongest force on any atom: 3.41 eV/Å
- Energy above the lowest of the compared OMol25 structures with the same formula, charge and spin: 0.000 eV
- LUMO energy: -2.194 eV

Positions of all 42 atoms, in Å:
O  1.8304  -0.4271  -0.5744
O  -5.1504  3.9972  2.0852
O  3.5114  1.0726  2.8826
N  0.2057  1.2638  0.8781
S  -2.4942  3.8635  2.3209
C  2.3155  0.0940  0.4290
C  -4.0748  3.5252  1.7433
C  -1.8395  2.5394  1.3194
C  -2.8296  1.9305  0.5255
C  -0.4002  2.2120  1.5578
C  6.2964  -0.8933  1.8367
C  5.7649  -1.4575  0.6718
C  5.4817  -0.0269  2.5565
C  4.4700  -1.1554  0.2470
C  -1.8767  -3.0962  -3.3723
C  -0.8127  -2.1978  -3.4247
C  4.1688  0.2740  2.1456
C  3.6578  -0.2653  0.9690
C  -2.9225  -2.8037  -2.5084
C  -3.9022  -1.2520  -0.9582
C  -0.7471  -0.9872  -2.7220
C  -3.8233  -0.0822  -0.2167
C  -1.7820  0.5113  -1.1743
C  -2.8781  -1.5806  -1.7973
C  -1.7991  -0.6743  -1.8852
N  1.5449  1.0664  1.0873
N  -4.0735  2.5248  0.8067
N  -2.7782  0.7871  -0.3260
H  0.1297  2.8013  2.2803
H  7.3235  -1.0748  2.1390
H  6.3381  -2.1606  0.0954
H  5.8507  0.5067  3.4016
H  4.0952  -1.6427  -0.6709
H  -1.8114  -4.0271  -3.9239
H  0.0445  -2.4441  -4.0005
H  -3.7332  -3.4915  -2.4130
H  -4.7789  -1.8865  -0.8139
H  0.1231  -0.3363  -2.8110
H  -4.6780  0.1768  0.4076
H  -0.9354  1.1814  -1.1891
H  1.9486  1.3109  2.0102
H  -4.9799  2.3244  0.3853

Forces on atoms 1 to 6 (eV/Å):
0.11 0.05 -0.08
1.15 0.40 0.13
-1.10 0.63 0.27
0.55 0.87 0.07
0.92 -0.77 -0.55
-0.49 -1.06 -0.92

Atomic partial charges in e from the Löwdin method, atoms 1 to 4: 0.00 0.00 -0.11 0.07

---

Record 2
Molecular formula: C20H14N5O11SV
Method: DFT, ωB97M-V/def2-TZVPD

Summary:
- Strongest force on any atom: 7.07 eV/Å
- <S²>: 0.800
- Charge: +1
- Multiplicity: 2
- LUMO energy (alpha / beta): -6.488 / -6.613 eV

Positions of all 52 atoms, in Å:
V  -1.3409  0.4640  -0.2355
O  -3.2972  -1.7394  -0.7615
C  -2.6021  -0.8256  -0.7870
O  -3.7156  0.8117  6.6798
N  -4.1182  1.0930  5.5357
O  -5.0351  1.9408  5.3285
C  -3.5361  0.3712  4.4586
C  -2.7432  -0.7185  4.6969
C  -1.7801  -1.1553  3.7135
C  -1.8147  -0.5529  2.5142
O  -0.9022  -0.6586  1.5642
C  -2.7488  0.5375  2.3050
C  -3.7085  0.9694  3.2199
N  -2.6109  1.1421  1.0854
O  -3.4696  2.0071  0.7383
O  -0.1641  1.9315  0.0113
N  -0.8454  -2.2284  3.9549
O  0.1691  -2.2173  3.2170
O  -1.1421  -3.0880  4.8043
H  -2.8232  -1.3042  5.5732
H  -4.4473  1.7039  2.8670
O  4.2372  1.8220  -4.0543
C  3.2274  0.9150  -4.2377
O  3.4149  -0.2765  -4.1012
C  1.8002  1.3820  -4.1897
C  0.7974  0.5181  -4.6349
C  -0.4282  0.5640  -4.0668
C  -0.7896  1.5357  -3.1417
S  -2.2273  1.3180  -2.2570
C  0.1504  2.5623  -2.8803
C  1.4201  2.4953  -3.4404
H  4.2193  2.5511  -4.6838
H  0.9382  -0.3092  -5.3771
H  -1.1812  -0.1936  -4.2414
H  -0.1297  3.4671  -2.3335
H  2.1738  3.3065  -3.3494
N  4.0414  -0.5500  1.7445
C  3.8912  -0.9192  0.3959
O  4.8499  -1.0552  -0.3546
C  2.5824  -1.1271  -0.1671
C  2.5387  -2.2750  -1.0389
C  1.3535  -2.6995  -1.5673
C  0.1933  -2.0327  -1.3021
N  0.2083  -0.9560  -0.5597
C  1.3601  -0.5729  0.1908
H  4.9685  -0.8108  2.1035
H  3.2502  -0.6477  2.3480
H  3.4335  -2.8937  -1.1849
H  1.3162  -3.5052  -2.2613
H  -0.7094  -2.3251  -1.8547
H  1.2282  0.2994  0.8186
H  0.5471  1.9287  -0.8052

Forces on atoms 1 to 6 (eV/Å):
6.11 3.39 1.06
1.48 2.29 -0.77
-3.98 -5.03 0.18
-0.34 0.39 -2.11
-3.09 1.29 3.74
2.58 -2.12 -0.16

Atomic partial charges in e from the Löwdin method, atoms 1 to 4: 0.77 0.22 -0.21 0.10

---

Record 3
Molecular formula: C20H14N5O4Ti
Method: DFT, ωB97M-V/def2-TZVPD

Summary:
- Strongest force on any atom: 0.84 eV/Å
- <S²>: 0.758
- Charge: +2
- Multiplicity: 2
- LUMO energy (alpha / beta): -7.771 / -7.977 eV

Positions of all 44 atoms, in Å:
Ti  0.0220  0.1414  0.1228
C  0.1986  -2.5642  -3.4025
C  -1.0867  -3.0704  -3.4715
C  -2.0244  -2.6788  -2.5206
C  -1.6546  -1.7994  -1.5281
N  -0.3857  -1.3057  -1.4521
C  0.5069  -1.6918  -2.3765
C  -2.6068  -1.2521  -0.5222
C  -3.9604  -1.5541  -0.4309
C  -4.7324  -0.8780  0.5008
C  -4.1610  0.1107  1.3002
C  -2.8156  0.3636  1.1526
N  -2.0590  -0.3381  0.2780
C  -2.0120  1.4451  1.7839
C  -2.3065  2.1816  2.9963
C  -1.3745  2.9479  3.5847
C  0.0355  3.2040  3.1010
C  0.8591  1.9272  2.7475
N  -0.9244  1.5658  1.1291
H  0.9537  -2.8340  -4.1265
H  -1.3645  -3.7563  -4.2606
H  -3.0356  -3.0550  -2.5714
H  1.5048  -1.2765  -2.2899
H  -4.4158  -2.2885  -1.0788
H  -5.7887  -1.0945  0.5867
H  -4.7637  0.6785  1.9954
H  -3.2747  2.0598  3.4629
H  -1.6304  3.4189  4.5274
H  0.5332  3.9352  3.7286
H  1.9135  2.2065  2.7713
O  1.1677  1.7617  5.9084
C  0.4606  0.6214  5.7599
O  -0.2873  0.2313  6.6008
C  0.5699  -0.0619  4.4416
C  0.3977  -1.4145  4.2200
N  0.3694  -1.5926  2.8980
N  0.5112  -0.4293  2.2221
C  0.6495  0.5170  3.1734
C  0.3388  2.2328  1.3615
O  0.1348  3.5926  1.6897
O  1.0327  1.7695  0.2764
H  1.9570  1.7766  5.3528
H  0.2907  -2.2285  4.9192
H  0.3085  -2.4728  2.4132

Forces on atoms 1 to 6 (eV/Å):
0.66 0.44 -0.30
-0.03 -0.06 -0.02
0.03 0.03 0.01
-0.02 -0.07 0.00
0.08 0.09 0.00
-0.35 -0.18 -0.04

Atomic partial charges in e from the Löwdin method, atoms 1 to 4: 1.28 0.00 0.02 0.04

---

Record 4
Molecular formula: C20H15BrI2IrN2O3
Method: DFT, ωB97M-V/def2-TZVPD

Summary:
- Strongest force on any atom: 1.71 eV/Å
- <S²>: 6.033
- Charge: +1
- Multiplicity: 5
- Energy above the lowest of the compared OMol25 structures with the same formula, charge and spin: 0.223 eV
- LUMO energy (alpha / beta): -2.871 / -6.331 eV

Positions of all 44 atoms, in Å:
Ir  -0.1755  -0.0205  -0.8412
I  -7.1538  0.9137  2.4508
C  -5.4290  0.2821  1.4724
C  -5.3868  -0.9772  0.8735
C  -4.2409  -1.3544  0.2280
I  -4.0740  -3.2158  -0.6897
C  -3.0746  -0.4932  0.1513
O  -2.0759  -0.9028  -0.5045
C  -3.1424  0.7818  0.8335
C  -1.9409  1.6729  1.0176
N  -1.2033  1.9743  -0.2187
C  -0.1235  2.9428  -0.0144
C  1.1186  2.6554  -0.8292
C  2.1634  3.5652  -0.8228
C  3.3624  3.2284  -1.4261
C  3.4767  1.9990  -2.0613
C  2.3806  1.1651  -2.0767
N  1.2265  1.4835  -1.4674
C  -4.3108  1.1385  1.4469
H  -6.2378  -1.6415  0.9124
H  -1.2353  1.1660  1.6860
H  -2.2640  2.5957  1.5088
H  -1.8319  2.2944  -0.9465
H  0.1851  2.8938  1.0326
H  -0.4584  3.9644  -0.2085
H  2.0370  4.5183  -0.3263
H  4.2008  3.9108  -1.3941
H  4.3970  1.6911  -2.5349
H  2.4099  0.2146  -2.5915
H  -4.3753  2.0986  1.9425
Br  3.8087  -5.5130  -1.9526
C  3.0154  -4.2097  -0.8330
C  3.4420  -4.0639  0.4780
C  2.8679  -3.0877  1.2781
C  1.8852  -2.2462  0.7727
C  1.4562  -2.4364  -0.5327
C  2.0074  -3.4095  -1.3475
C  1.3399  -1.1447  1.6802
O  1.5438  -1.2228  2.8736
O  0.7185  -0.1474  1.1155
H  4.2187  -4.7065  0.8689
H  3.1832  -2.9647  2.3047
H  0.6293  -1.8310  -0.9480
H  1.6600  -3.5615  -2.3605

Forces on atoms 1 to 6 (eV/Å):
0.44 1.18 1.15
0.45 -0.19 -0.27
-0.63 0.15 0.32
0.08 -0.06 -0.08
0.09 -0.64 -0.33
-0.16 0.34 0.21

Atomic partial charges in e from the Löwdin method, atoms 1 to 4: 1.30 1.03 -0.68 -0.20